[1]
The following is a DFT calculation (wB97M-V/def2-TZVPD) of a 2-piece molecular cluster, C10H9Cl2NO2 overall.

As for the largest force on an atom: 1.35 eV/A. The LUMO energy (spin up / spin down) comes out at -1.9 / -1.9 eV. The calculation puts the energy above the lowest of the compared OMol25 structures with the same formula, charge and spin at 0.0 kJ/mol. Its orbital gap (spin up / spin down) is 6.16 / 6.16 eV. As for the HOMO energy (spin up / spin down): -0.296 / -0.296 Ha. The electronic energy comes out at -1512.08286 Eh.

Last column: Löwdin charge in e.
Geometry (Å):
C (0.5750, -1.9846, -2.4295)  -0.0335
C (0.3716, -2.9116, -1.4158)  -0.0522
C (0.5674, -0.6291, -2.1395)  -0.0118
C (0.1679, -2.4899, -0.1224)  -0.0348
C (0.3621, -0.1803, -0.8500)  -0.1541
C (0.1586, -1.1194, 0.1835)  -0.2542
C (-0.3259, 3.0309, 1.0936)  -0.4903
C (0.3789, 1.2828, -0.5169)  -0.0510
C (-0.5414, 1.5735, 0.6735)  -0.2266
C (-0.1032, -0.6368, 1.4996)  -0.6452
N (-0.2223, 0.6679, 1.7661)  0.0507
O (0.6048, 3.2017, 2.0436)  0.1278
O (-0.8913, 3.9510, 0.5909)  0.1583
Cl (-2.9082, -0.7852, 0.4779)  -0.3262
Cl (-0.1908, -1.6851, 2.8218)  0.8464
H (0.7252, -2.3144, -3.4451)  0.1121
H (0.3562, -3.9650, -1.6452)  0.1114
H (0.7133, 0.0899, -2.9316)  0.1211
H (-0.0207, -3.2099, 0.6570)  0.0974
H (1.4079, 1.5858, -0.2827)  0.1451
H (0.0445, 1.8728, -1.3714)  0.1439
H (-1.5883, 1.3954, 0.3701)  0.0962
H (1.0178, 2.3686, 2.3170)  0.1098
H (-0.6592, 0.8909, 2.6553)  0.1597

---

[2]
The following is a DFT calculation (wB97M-V/def2-TZVPD) of a 2-piece molecular cluster, C6H18N2O overall.

As for the largest force on an atom: 4.57 eV/A. The LUMO energy comes out at 0.5 eV. The calculation puts the energy above the lowest of the compared OMol25 structures with the same formula, charge and spin at 255.3 kJ/mol. Its orbital gap is 9.01 eV. As for the HOMO energy: -0.315 Ha. The electronic energy comes out at -424.05261 Eh. As for the SMILES: CCC[C@H](N)CNC.O.

Last column: Löwdin charge in e.
Geometry (Å):
N (-0.1090, -2.0926, -0.6236)  0.0016
C (1.0367, -1.0158, -0.5814)  -0.3327
C (0.8536, -0.0080, -1.6812)  -0.2140
C (-0.3094, 0.9841, -1.4708)  -0.2849
C (-1.5920, 0.3445, -1.2736)  -0.1414
C (0.9939, -0.4995, 0.9104)  -0.2296
N (1.7701, 0.6821, 0.9977)  -0.1079
C (1.1951, 1.8730, 1.7186)  -0.0921
H (-0.9146, -1.6163, -0.2608)  -0.0060
H (-0.4785, -2.2848, -1.5906)  0.0691
H (1.9603, -1.6335, -0.8129)  0.1398
H (1.7107, 0.5378, -1.9855)  0.0868
H (0.6481, -0.7155, -2.6035)  0.1480
H (-0.2602, 1.5551, -2.4604)  0.1306
H (-0.0801, 1.6620, -0.6607)  0.0866
H (-2.3331, 1.0766, -1.4872)  0.0622
H (-1.7984, 0.2278, -0.1385)  0.0684
H (-1.6339, -0.6843, -1.8271)  0.1099
H (-0.0342, -0.6458, 1.2179)  0.0819
H (1.5908, -1.2722, 1.6044)  0.1452
H (1.9341, 0.9542, 0.0643)  0.0468
H (1.5868, 2.8043, 1.2223)  0.0985
H (0.1332, 2.0280, 1.6693)  0.0540
H (1.4572, 1.6914, 2.6910)  0.0364
H (-2.8954, -1.1038, 2.1849)  0.0211
H (-3.1958, 0.3408, 2.1568)  0.1023
O (-2.7615, -0.3898, 1.5833)  -0.0807

---

[3]
The following is a DFT calculation (wB97M-V/def2-TZVPD) of a 2-piece molecular cluster, C4H14NO overall.

As for the largest force on an atom: 3.42 eV/A. The LUMO energy comes out at -2.9 eV. The calculation puts the energy above the lowest of the compared OMol25 structures with the same formula, charge and spin at 71.7 kJ/mol. Its orbital gap is 12.82 eV. As for the HOMO energy: -0.576 Ha. The electronic energy comes out at -290.54790 Eh. As for the net charge: +1.

Last column: Löwdin charge in e.
Geometry (Å):
C (0.4069, -0.1918, -1.7867)  -0.0666
C (-0.6570, 0.1860, -0.8405)  -0.3250
N (0.1051, 0.7952, 0.4663)  0.0308
C (0.8139, 2.0370, 0.1054)  -0.0146
C (-1.4782, -0.9920, -0.3411)  -0.0390
H (0.9750, -1.0653, -1.4425)  0.1064
H (0.0252, -0.5761, -2.7460)  0.1131
H (1.0832, 0.6342, -2.0200)  0.0843
H (-1.2484, 1.0839, -1.1401)  0.1588
H (0.6187, 0.0041, 0.8544)  0.1284
H (-0.7096, 0.8963, 1.0755)  0.1672
H (1.8690, 1.7595, 0.0216)  0.1128
H (0.8004, 2.6891, 0.9716)  0.1040
H (0.4592, 2.5112, -0.7978)  0.1042
H (-1.2432, -1.3016, 0.6868)  0.0738
H (-2.5281, -0.6966, -0.2237)  0.0940
H (-1.4312, -1.8902, -0.9729)  0.1030
H (0.6667, -1.6435, 3.4147)  0.0559
H (0.7025, -2.5899, 2.2561)  0.0572
O (0.7700, -1.6494, 2.4587)  -0.0488

---

[4]
The following is a DFT calculation (wB97M-V/def2-TZVPD) of C24H47Cl2CoN3O2P as an isolated structure.

As for the largest force on an atom: 0.76 eV/A. The LUMO energy (spin up / spin down) comes out at -7.5 / -7.5 eV. Its orbital gap (spin up / spin down) is 8.25 / 8.24 eV. As for the HOMO energy (spin up / spin down): -0.580 / -0.580 Ha. The electronic energy comes out at -3901.47973 Eh. As for the net charge: +2.

Last column: Löwdin charge in e.
Geometry (Å):
Co (-0.0239, 0.2839, -0.2218)  0.4632
N (-1.1796, 1.8137, -0.2074)  0.0248
C (-1.8047, 1.9859, 1.1141)  -0.1450
C (-0.6766, 1.8726, 2.1251)  -0.1291
N (0.1707, 0.6893, 1.7974)  -0.0846
C (-0.1923, -0.5344, 2.5536)  -0.1418
C (-1.3510, -1.2168, 1.8577)  -0.1546
N (-0.9589, -1.3487, 0.4280)  0.0164
H (-1.8582, 1.8631, -0.9615)  0.0942
H (-0.4961, 2.5880, -0.3664)  0.0929
H (-2.3014, 2.9538, 1.1858)  0.1477
H (-2.5627, 1.2157, 1.2439)  0.1067
H (-0.0390, 2.7574, 2.0725)  0.1224
H (-1.0692, 1.8053, 3.1394)  0.1401
H (1.1397, 0.9334, 2.0015)  0.0462
H (0.6816, -1.1890, 2.5794)  0.1398
H (-0.4557, -0.2976, 3.5851)  0.1394
H (-1.5655, -2.1881, 2.3008)  0.1407
H (-2.2590, -0.6221, 1.9099)  0.1131
H (-0.2104, -2.0457, 0.3965)  0.1191
H (-1.7082, -1.7398, -0.1319)  0.0949
Cl (4.1611, 1.0792, -0.4329)  0.7085
C (3.1881, 2.3827, 0.2076)  -0.9457
Cl (3.0569, 2.2977, 1.9893)  0.7060
C (1.7692, 2.3735, -0.3126)  -0.7009
O (1.0742, 3.3709, -0.1786)  0.0692
O (1.3687, 1.2736, -0.8613)  -0.1871
H (3.6562, 3.3298, -0.0370)  0.0888
C (0.4174, 2.4813, -5.8074)  -0.1780
C (1.6902, 1.8599, -5.2016)  -0.1598
C (1.4504, 1.3566, -3.7678)  -0.1848
C (0.0233, 0.8089, -3.6912)  -0.3977
C (-0.9878, 1.9717, -3.7831)  -0.1737
C (-0.4492, 3.0817, -4.7062)  -0.1710
P (-0.3593, -0.3688, -2.3586)  1.1459
C (-2.0610, -1.0501, -2.6423)  -0.3955
C (-2.3826, -1.3360, -4.1324)  -0.1716
C (-3.8917, -1.5475, -4.3494)  -0.1719
C (-4.5455, -2.1621, -3.1204)  -0.1843
C (-4.4677, -1.1946, -1.9298)  -0.1712
C (-3.2266, -0.2841, -2.0018)  -0.2094
C (0.7420, -1.8397, -2.4055)  -0.3864
C (2.0161, -1.6163, -1.5668)  -0.2351
C (2.9233, -2.8367, -1.7073)  -0.1648
C (3.4632, -2.9438, -3.1476)  -0.1621
C (2.5468, -2.2610, -4.1708)  -0.1782
C (1.0701, -2.4249, -3.8118)  -0.1567
H (-0.1602, 1.7250, -6.3488)  0.1175
H (0.6817, 3.2382, -6.5438)  0.1204
H (2.4910, 2.5994, -5.1764)  0.1210
H (2.0432, 1.0391, -5.8297)  0.1152
H (1.5494, 2.1841, -3.0497)  0.1114
H (2.1956, 0.6156, -3.4973)  0.0843
H (-0.1185, 0.1667, -4.5677)  0.1062
H (-1.1750, 2.4033, -2.7924)  0.0944
H (-1.9439, 1.6047, -4.1641)  0.1069
H (0.1443, 3.7913, -4.1256)  0.1206
H (-1.2867, 3.6422, -5.1194)  0.1213
H (-2.0146, -2.0272, -2.1441)  0.1036
H (-1.8329, -2.2232, -4.4522)  0.1148
H (-2.0514, -0.5128, -4.7619)  0.0959
H (-4.0395, -2.1802, -5.2234)  0.1235
H (-4.3727, -0.5926, -4.5786)  0.1231
H (-4.0497, -3.1077, -2.8798)  0.1176
H (-5.5850, -2.4134, -3.3250)  0.1216
H (-4.4527, -1.7615, -0.9932)  0.1102
H (-5.3607, -0.5695, -1.8936)  0.1213
H (-2.9819, 0.0523, -0.9951)  0.0715
H (-3.4436, 0.6083, -2.5967)  0.1176
H (0.1374, -2.5882, -1.8760)  0.1046
H (1.7600, -1.4498, -0.5013)  0.0921
H (2.5435, -0.7053, -1.8712)  0.0656
H (2.3517, -3.7333, -1.4468)  0.1202
H (3.7465, -2.7792, -0.9968)  0.1176
H (3.5891, -3.9952, -3.4075)  0.1191
H (4.4544, -2.4933, -3.2022)  0.1181
H (2.7187, -2.6791, -5.1625)  0.1253
H (2.7930, -1.2043, -4.2488)  0.0935
H (0.8287, -3.4900, -3.7963)  0.1300
H (0.4410, -1.9901, -4.5886)  0.0947

---

[5]
The following is a DFT calculation (wB97M-V/def2-TZVPD) of a 2-piece molecular cluster, C12H19Cl2IN2O3P overall.

As for the largest force on an atom: 3.79 eV/A. The LUMO energy comes out at 2.6 eV. The calculation puts the energy above the lowest of the compared OMol25 structures with the same formula, charge and spin at 0.0 kJ/mol. Its orbital gap is 7.24 eV. As for the HOMO energy: -0.170 Ha. The electronic energy comes out at -2363.25377 Eh. As for the net charge: -1.

Last column: Löwdin charge in e.
Geometry (Å):
C (0.6900, 0.0385, 4.4556)  -0.0074
C (0.5315, 1.5484, 4.0914)  -0.5112
O (-0.2478, 2.1812, 4.7542)  0.0834
O (1.2829, 2.1325, 3.0912)  -0.0731
C (0.4432, 2.6714, 2.0317)  -0.2185
C (0.8518, 2.2323, 0.5852)  -0.2881
P (1.3258, 0.3908, 0.3496)  0.4639
N (3.0333, 0.7064, 0.8286)  -0.2166
C (1.8448, 0.8642, -1.4872)  -0.2995
C (2.5388, -0.2774, -2.2707)  -0.8770
O (2.1297, -0.5469, -3.3616)  -0.0674
I (4.2307, -1.4432, -1.5775)  0.6904
C (-0.4068, -0.1325, -0.2746)  -0.2618
C (-1.6762, 0.5361, 0.0741)  -0.0530
C (-2.8369, -0.0845, -0.5127)  -0.1028
C (-2.8199, -1.2598, -1.3365)  -0.1903
N (-1.6541, -1.8614, -1.6551)  0.0262
C (-0.5509, -1.2917, -1.1315)  -0.1684
H (1.3824, -0.5092, 3.7809)  0.0625
H (-0.3042, -0.4643, 4.5459)  0.0912
H (1.1141, 0.0231, 5.4965)  0.0836
H (0.5706, 3.7901, 2.0767)  0.1188
H (-0.6194, 2.4821, 2.3061)  0.1038
H (0.0938, 2.6107, -0.1545)  0.0882
H (1.7800, 2.8235, 0.3416)  0.0745
H (1.7280, -1.0050, 0.1511)  -0.0243
H (0.9230, 0.0120, 1.6936)  -0.0036
H (3.3365, -0.1142, 1.3593)  -0.0044
H (3.1331, 1.4975, 1.4659)  0.0016
H (2.5796, 1.7119, -1.4270)  0.0746
H (0.9873, 1.2334, -2.0979)  0.0853
H (-1.6801, 1.4331, 0.7144)  0.0760
H (-3.8325, 0.3810, -0.3143)  0.0840
H (-3.7986, -1.6641, -1.7061)  0.0650
H (0.4045, -1.8194, -1.3706)  0.0923
C (-3.2265, -3.6845, -4.8037)  -1.0260
Cl (-4.7361, -3.1773, -4.0352)  0.4949
Cl (-2.7166, -5.2771, -4.2330)  0.4914
H (-3.3772, -3.7279, -5.8784)  0.0193
H (-2.4517, -2.9599, -4.5654)  0.0225

---

[6]
The following is a DFT calculation (wB97M-V/def2-TZVPD) of one molecule with the formula C12H13NO5.

As for the largest force on an atom: 0.68 eV/A. The LUMO energy comes out at 0.3 eV. The calculation puts the energy above the lowest of the compared OMol25 structures with the same formula, charge and spin at 0.0 kJ/mol. Its orbital gap is 9.86 eV. As for the HOMO energy: -0.350 Ha. The electronic energy comes out at -896.11171 Eh. As for the SMILES: O=C(O)CCC(=O)NCc1ccc(C(=O)O)cc1.

Last column: Löwdin charge in e.
Geometry (Å):
O (0.7278, -1.0672, -4.7317)  0.1116
C (0.0669, -0.5880, -3.8510)  -0.5196
O (0.5931, -0.2892, -2.6526)  0.0955
H (1.5283, -0.5490, -2.6350)  0.1382
C (-1.4015, -0.2702, -3.9586)  -0.0853
H (-1.9314, -1.2266, -3.8965)  0.1334
C (-1.9202, 0.6395, -2.8494)  -0.0979
C (-2.0482, -0.1425, -1.5468)  -0.5132
O (-2.3441, -1.3171, -1.5138)  0.0716
N (-1.8622, 0.5986, -0.4317)  0.0664
H (-1.5465, 1.5520, -0.5084)  0.1488
C (-1.9098, 0.0243, 0.8943)  -0.1225
C (-0.5684, 0.0418, 1.5776)  -0.1910
C (0.5833, -0.2515, 0.8536)  -0.0097
C (1.8198, -0.2453, 1.4670)  0.0006
C (1.9203, 0.0548, 2.8237)  -0.1385
C (0.7686, 0.3448, 3.5525)  -0.0007
C (-0.4640, 0.3405, 2.9315)  -0.0237
H (-1.3543, 0.5669, 3.4998)  0.1129
H (0.8649, 0.5739, 4.6028)  0.1211
C (3.2217, 0.0747, 3.5231)  -0.4901
O (3.3694, 0.3311, 4.6925)  0.1063
O (4.2622, -0.2234, 2.7265)  0.1041
H (5.0827, -0.1987, 3.2427)  0.1327
H (2.7130, -0.4742, 0.9074)  0.1150
H (0.4977, -0.4876, -0.1963)  0.0969
H (-2.2428, -1.0113, 0.7590)  0.1347
H (-2.6517, 0.5539, 1.5016)  0.1260
H (-1.2711, 1.5053, -2.7189)  0.1172
H (-2.9200, 0.9908, -3.1158)  0.1290
H (-1.5834, 0.1489, -4.9489)  0.1303